Entry 1:
{"formula": "C35H43BrCl26F4I2N2S", "method": "ωB97M-V/def2-TZVPD", "elements": ["C", "C", "N", "C", "C", "C", "Br", "C", "C", "C", "Cl", "S", "C", "C", "F", "C", "C", "Cl", "C", "C", "Cl", "C", "C", "F", "F", "F", "C", "C", "C", "C", "Cl", "C", "N", "C", "I", "C", "C", "I", "H", "H", "H", "H", "H", "H", "H", "H", "H", "H", "H", "H", "H", "H", "H", "H", "H", "H", "H", "H", "H", "C", "Cl", "Cl", "H", "H", "C", "Cl", "Cl", "H", "H", "C", "Cl", "Cl", "H", "H", "C", "Cl", "Cl", "H", "H", "C", "Cl", "Cl", "H", "H", "C", "Cl", "Cl", "H", "H", "C", "Cl", "Cl", "H", "H", "C", "Cl", "Cl", "H", "H", "C", "Cl", "Cl", "H", "H", "C", "Cl", "Cl", "H", "H", "C", "Cl", "Cl", "H", "H"], "positions_angstrom": [[-0.24, -1.24, 4.66], [-1.52, -1.99, 4.25], [-1.72, -2.28, 2.78], [-1.19, -1.36, 1.85], [-0.30, -1.79, 0.83], [0.22, -0.92, -0.10], [1.30, -1.81, -1.41], [-0.05, 0.45, -0.11], [-0.97, 0.84, 0.87], [-1.52, -0.01, 1.81], [-2.67, 0.62, 2.98], [-1.58, 2.52, 0.95], [-1.26, 3.02, -0.74], [-2.04, 4.06, -1.16], [-2.89, 4.61, -0.27], [-1.97, 4.55, -2.45], [-2.94, 5.67, -2.79], [-4.68, 5.20, -2.49], [-2.68, 6.96, -1.94], [-1.22, 7.47, -2.05], [-3.74, 8.25, -2.71], [-1.05, 3.96, -3.31], [-0.92, 4.53, -4.73], [0.34, 4.41, -5.21], [-1.81, 4.00, -5.58], [-1.08, 5.88, -4.75], [-0.27, 2.87, -2.89], [0.66, 2.10, -3.83], [-0.08, 1.67, -5.17], [-0.10, 0.14, -5.34], [1.41, -0.35, -6.17], [-0.32, 2.39, -1.56], [0.52, 1.34, -1.08], [1.95, 1.60, -1.02], [3.42, 0.63, -2.33], [2.57, 2.47, -0.21], [4.08, 2.70, -0.19], [1.56, 3.70, 1.16], [-0.33, -0.17, 4.42], [0.62, -1.70, 4.19], [-0.19, -1.28, 5.76], [-2.42, -1.44, 4.56], [-1.59, -2.97, 4.76], [-1.31, -3.17, 2.52], [-0.07, -2.85, 0.80], [-2.96, 6.00, -3.82], [-3.06, 6.87, -0.92], [-0.76, 7.49, -1.06], [-0.62, 6.83, -2.70], [-1.22, 8.47, -2.50], [0.82, 1.12, -3.36], [1.60, 2.62, -4.02], [0.33, 2.18, -6.05], [-1.13, 1.94, -5.00], [-1.00, -0.16, -5.91], [-0.20, -0.37, -4.37], [4.62, 1.78, 0.05], [4.36, 3.44, 0.57], [4.42, 3.10, -1.15], [2.61, -3.97, 2.72], [1.82, -2.48, 2.17], [4.37, -3.88, 2.58], [2.36, -4.14, 3.76], [2.26, -4.80, 2.12], [-2.63, -3.07, -6.22], [-2.90, -1.33, -6.03], [-1.46, -3.68, -5.05], [-3.57, -3.58, -6.08], [-2.26, -3.26, -7.22], [4.83, -2.66, -6.21], [4.52, -1.39, -5.03], [4.89, -2.03, -7.86], [5.78, -3.13, -5.98], [4.03, -3.40, -6.15], [-4.51, -4.30, 5.54], [-4.79, -2.57, 5.79], [-3.47, -4.96, 6.80], [-5.46, -4.81, 5.56], [-4.03, -4.44, 4.58], [-6.00, -6.47, 9.94], [-6.54, -6.11, 8.30], [-4.89, -5.24, 10.54], [-6.86, -6.52, 10.59], [-5.49, -7.43, 9.93], [6.07, 0.19, -10.80], [4.40, -0.32, -11.02], [7.14, -0.55, -12.00], [6.13, 1.27, -10.91], [6.40, -0.10, -9.81], [7.17, -3.74, -2.89], [6.24, -4.91, -3.84], [6.23, -2.28, -2.54], [7.46, -4.20, -1.95], [8.06, -3.45, -3.45], [-7.71, -0.31, 5.50], [-8.19, 0.92, 6.69], [-7.45, 0.40, 3.91], [-6.79, -0.77, 5.83], [-8.49, -1.05, 5.43], [0.89, 4.21, 5.16], [2.56, 3.65, 5.21], [-0.25, 2.85, 5.12], [0.69, 4.81, 6.04], [0.75, 4.80, 4.26], [6.76, -4.43, 1.03], [7.65, -5.36, 2.24], [7.84, -3.45, 0.02], [6.21, -5.11, 0.39], [6.07, -3.76, 1.54], [-3.26, -0.86, 8.85], [-2.44, -1.89, 10.04], [-2.12, 0.21, 8.03], [-3.74, -1.49, 8.12], [-4.00, -0.26, 9.37]], "mulliken_charge": [-0.42, -0.44, -0.32, 0.22, -1.63, 0.04, -0.14, -0.60, 1.29, 0.57, -0.26, -0.22, 0.92, 0.49, -0.42, 0.65, -1.18, -0.17, 0.34, -1.05, -0.21, 0.04, 0.62, -0.31, -0.24, -0.26, 1.00, -0.50, -1.06, 0.02, -0.19, -1.82, 1.06, -1.02, 0.12, 0.33, -1.51, 0.17, -0.01, -0.03, 0.41, 0.18, 0.35, 0.36, 0.61, 0.64, 0.41, 0.23, 0.17, 0.46, -0.26, 0.47, 0.36, 0.27, -0.05, 0.31, 0.37, 0.42, 0.40, -0.42, 0.06, -0.25, 0.34, 0.29, -0.29, -0.14, -0.13, 0.31, 0.26, -0.49, -0.06, -0.10, 0.26, 0.30, -0.38, -0.12, -0.13, 0.29, 0.29, -0.31, -0.13, -0.12, 0.30, 0.26, -0.15, -0.14, -0.16, 0.28, 0.17, -0.26, -0.20, -0.01, 0.13, 0.33, 0.26, -0.16, -0.14, -0.21, 0.28, -0.29, -0.15, -0.06, 0.34, 0.15, -0.03, -0.16, -0.20, 0.31, 0.17, 0.16, -0.16, -0.12, -0.17, 0.30], "homo_energy_ev": -8.14, "multiplicity": 1, "lumo_ev": -0.129, "fmax_ev_per_a": 1.92, "energy_ha": -17400.9210, "orbital_gap_ev": 8.01}

***

Entry 2:
{"formula": "C4H9ClS", "method": "ωB97M-V/def2-TZVPD", "elements": ["C", "C", "C", "S", "C", "Cl", "H", "H", "H", "H", "H", "H", "H", "H", "H"], "positions_angstrom": [[0.37, -1.37, 0.22], [0.14, 0.10, -0.18], [-1.06, 0.26, -1.11], [1.65, 0.73, -1.09], [0.01, 0.99, 1.05], [-1.47, 0.61, 2.06], [-0.53, -1.89, 0.53], [1.10, -1.50, 1.00], [0.72, -2.06, -0.60], [-0.84, 0.24, -2.20], [-1.82, -0.49, -0.90], [-1.62, 1.19, -0.99], [2.54, 0.16, -0.27], [0.91, 0.97, 1.69], [-0.10, 2.07, 0.81]], "mulliken_charge": [-1.56, 0.95, -1.47, -0.19, -0.72, -0.21, 0.41, 0.42, 0.36, 0.38, 0.33, 0.36, 0.14, 0.42, 0.39], "homo_energy_ev": -9.42, "multiplicity": 1, "lumo_ev": 0.726, "e_above_lowest_kj_mol": 18.8, "fmax_ev_per_a": 1.50, "energy_ha": -1016.1812, "smiles": "CC(C)(S)CCl", "orbital_gap_ev": 10.15}

***

Entry 3:
{"formula": "C14H31N4O3P2S", "method": "ωB97M-V/def2-TZVPD", "elements": ["C", "P", "O", "N", "C", "N", "P", "S", "N", "C", "C", "C", "O", "O", "H", "H", "H", "H", "H", "H", "H", "H", "H", "H", "H", "C", "C", "C", "C", "N", "C", "C", "C", "C", "C", "H", "H", "H", "H", "H", "H", "H", "H", "H", "H", "H", "H", "H", "H", "H", "H", "H", "H", "H", "H"], "positions_angstrom": [[3.35, -3.91, -1.62], [2.14, -4.22, -2.88], [3.08, -4.15, -4.20], [1.25, -2.70, -3.00], [-0.07, -2.66, -2.96], [-0.88, -3.69, -2.72], [-2.58, -3.38, -2.55], [-2.94, -2.43, -0.92], [-0.59, -1.40, -3.22], [0.51, -0.49, -2.85], [1.82, -1.38, -2.78], [2.31, -1.09, -1.35], [3.19, -0.24, -1.27], [1.67, -1.70, -0.48], [2.90, -3.97, -0.63], [4.11, -4.68, -1.71], [3.86, -2.95, -1.70], [2.66, -4.66, -4.91], [-0.44, -4.60, -2.63], [-2.93, -2.68, -3.71], [-3.20, -4.62, -2.59], [-0.72, -1.33, -4.23], [0.30, -0.27, -1.80], [0.55, 0.44, -3.40], [2.47, -1.03, -3.58], [1.01, -0.30, 2.63], [-0.50, -0.09, 2.57], [-0.99, 0.59, 1.28], [-0.33, 1.88, 0.86], [-0.64, 3.15, 1.62], [-2.10, 3.54, 1.53], [-2.77, 2.95, 2.76], [-1.68, 3.01, 3.85], [-0.34, 3.08, 3.11], [0.20, 4.22, 1.01], [1.57, 0.64, 2.54], [1.29, -0.73, 3.59], [1.35, -0.97, 1.84], [-0.85, 0.45, 3.45], [-0.99, -1.07, 2.62], [-2.08, 0.69, 1.31], [-0.80, -0.11, 0.46], [-0.64, 2.10, -0.17], [0.75, 1.79, 0.86], [-2.14, 4.63, 1.56], [-2.50, 3.18, 0.58], [-3.08, 1.92, 2.58], [-3.66, 3.51, 3.03], [-1.74, 2.15, 4.52], [-1.81, 3.89, 4.47], [0.33, 2.25, 3.29], [0.18, 4.00, 3.37], [-0.06, 4.31, -0.05], [1.24, 3.95, 1.12], [0.00, 5.16, 1.52]], "mulliken_charge": [-0.92, -0.06, -0.50, 0.21, 0.37, -0.16, 0.21, -0.32, -0.35, 0.30, 0.19, 0.18, -0.77, -0.68, 0.29, 0.41, 0.36, 0.33, 0.27, 0.09, 0.14, 0.30, -0.68, 0.45, 0.33, -1.09, -0.52, 0.07, -1.24, 0.30, -0.56, -0.47, -0.70, -0.33, -1.13, 0.25, 0.42, 0.16, 0.10, 0.50, 0.29, 0.07, 0.30, 0.57, 0.49, 0.27, 0.16, 0.51, 0.41, 0.34, 0.09, 0.45, 0.39, 0.42, 0.50], "homo_energy_ev": -10.67, "multiplicity": 1, "lumo_ev": -2.339, "fmax_ev_per_a": 2.65, "energy_ha": -2077.4866, "total_charge": 1, "orbital_gap_ev": 8.33}

***

Entry 4:
{"formula": "C4H10IN2O2", "method": "ωB97M-V/def2-TZVPD", "elements": ["I", "O", "C", "N", "C", "H", "H", "H", "H", "H", "O", "C", "N", "C", "H", "H", "H", "H", "H"], "positions_angstrom": [[-0.93, -2.20, -0.45], [3.64, -1.01, -3.63], [2.76, -1.30, -2.83], [1.62, -1.91, -3.20], [2.91, -1.04, -1.36], [0.81, -1.96, -2.58], [1.54, -2.21, -4.15], [1.98, -1.12, -0.81], [3.38, -0.07, -1.19], [3.64, -1.75, -0.96], [-1.56, 0.20, 3.15], [-2.09, 1.07, 2.49], [-2.18, 1.06, 1.13], [-2.62, 2.33, 3.16], [-1.90, 0.26, 0.57], [-2.75, 1.73, 0.66], [-3.45, 2.09, 3.83], [-2.99, 3.06, 2.44], [-1.81, 2.77, 3.73]], "mulliken_charge": [-0.77, -0.68, 0.56, -0.23, -0.60, 0.05, 0.19, 0.15, 0.24, 0.19, -0.58, 0.58, -0.25, -0.82, 0.07, 0.17, 0.23, 0.29, 0.22], "homo_energy_ev": -4.19, "multiplicity": 1, "lumo_ev": 3.172, "e_above_lowest_kj_mol": 40.8, "fmax_ev_per_a": 0.56, "energy_ha": -716.2602, "total_charge": -1, "orbital_gap_ev": 7.36}

***

Entry 5:
{"formula": "C2H4N2S2", "method": "ωB97M-V/def2-TZVPD", "elements": ["H", "N", "C", "N", "S", "C", "S", "H", "H", "H"], "positions_angstrom": [[-1.53, 0.87, -1.49], [-1.63, -0.05, -1.07], [-0.40, -0.44, -0.69], [-0.51, -1.44, 0.32], [0.92, 0.46, -0.92], [1.19, 1.37, 0.60], [2.62, 2.19, 0.93], [0.36, -1.79, 0.97], [-1.27, -2.29, 0.03], [0.26, 1.13, 1.31]], "mulliken_charge": [0.27, -0.64, 0.50, -0.52, -0.10, -0.20, -0.17, 0.25, 0.29, 0.31], "homo_energy_ev": -9.11, "multiplicity": 1, "lumo_ev": -0.931, "e_above_lowest_kj_mol": 337.4, "fmax_ev_per_a": 8.95, "energy_ha": -984.3864, "smiles": "[H]/N=C(/N)SC=S", "orbital_gap_ev": 8.18}

***

Entry 6:
{"formula": "C17H34MnOP2", "method": "ωB97M-V/def2-TZVPD", "elements": ["P", "P", "C", "C", "H", "H", "H", "H", "C", "H", "H", "H", "C", "H", "H", "H", "C", "H", "H", "H", "C", "H", "H", "H", "Mn", "C", "C", "C", "C", "C", "C", "C", "C", "C", "H", "H", "H", "H", "H", "H", "H", "H", "H", "H", "H", "H", "H", "H", "H", "C", "C", "O", "H", "H", "H"], "positions_angstrom": [[-1.23, -0.75, 2.11], [-1.63, -0.82, -0.81], [-2.56, 0.25, 1.32], [-3.29, -0.37, 0.27], [0.24, 2.50, -0.13], [-2.55, 1.32, 1.40], [-3.87, -1.27, 0.56], [-3.95, 0.26, -0.34], [-2.22, 0.06, -2.21], [-1.71, -0.36, -3.09], [-2.01, 1.14, -2.06], [-3.32, -0.12, -2.30], [-1.91, -2.51, -1.46], [-2.83, -2.43, -2.04], [-1.97, -3.33, -0.70], [-1.06, -2.76, -2.13], [-0.30, 0.66, 2.80], [0.51, 0.38, 3.47], [-0.93, 1.33, 3.39], [0.16, 1.29, 2.05], [-1.87, -1.47, 3.67], [-2.53, -2.30, 3.41], [-2.40, -0.74, 4.30], [-1.02, -1.88, 4.24], [-0.89, -2.17, 0.61], [0.63, 2.11, -2.02], [0.12, 3.04, -1.07], [1.00, 4.28, -1.09], [2.44, 3.86, -0.66], [2.57, 2.94, 0.56], [2.42, 1.60, 0.61], [1.95, 0.62, -0.41], [1.69, 1.16, -1.85], [0.75, -3.26, 1.24], [0.10, 2.06, -3.00], [-0.93, 3.26, -1.25], [0.64, 5.10, -0.47], [1.13, 4.71, -2.10], [2.92, 3.35, -1.56], [3.06, 4.76, -0.37], [3.02, 3.43, 1.46], [2.74, 1.15, 1.57], [1.05, 0.08, -0.11], [2.75, -0.12, -0.50], [2.70, 1.28, -2.27], [1.32, 0.31, -2.44], [0.90, -4.24, 1.76], [-0.08, -2.87, 2.05], [1.62, -2.57, 1.36], [1.82, -3.45, -1.04], [0.54, -3.75, -0.29], [-0.19, -4.65, -0.72], [1.97, -2.39, -1.17], [1.77, -3.86, -2.03], [2.71, -3.85, -0.52]], "mulliken_charge": [1.27, 1.58, -1.09, -0.86, -0.42, 0.30, 0.24, 0.44, -1.48, 0.41, 0.17, 0.55, -1.97, 0.48, 0.56, 0.34, -1.43, 0.42, 0.41, 0.20, -1.27, 0.28, 0.40, 0.37, -0.48, -1.02, 0.38, -0.91, -0.69, -0.36, -0.75, 1.18, -0.92, -0.86, 0.49, 0.54, 0.41, 0.34, 0.29, 0.41, 0.32, 0.34, -0.93, 0.40, 0.43, 0.43, 0.51, 0.16, 0.31, -1.20, 0.96, -0.60, 0.08, 0.42, 0.39], "homo_energy_ev": [-5.66, -5.12], "multiplicity": 6, "lumo_ev": [0.155, -0.105], "e_above_lowest_kj_mol": 308.4, "fmax_ev_per_a": 6.20, "energy_ha": -2576.6793, "orbital_gap_ev": [5.82, 5.02]}